Entry 1:
This record from the Open Molecules 2025 dataset describes a single C3H4N4O molecule in a non-equilibrium geometry. The level of theory is ωB97M-V with the def2-TZVPD basis set.

XYZ file:
```
12
Properties=species:S:1:pos:R:3:mulliken_charge:R:1
N 1.3395 0.8621 -0.3052 -0.724
C 0.0287 0.3753 -0.0591 0.613
C -1.2418 0.8972 0.1257 -0.399
N -2.3304 0.1358 -0.0151 -0.238
N -2.2076 -1.2088 -0.2076 -0.323
N -0.8834 -1.8520 -0.0689 -0.288
C 0.1886 -1.1076 0.0616 0.444
O 1.4681 -1.6180 0.0931 -0.531
H 0.9856 1.8618 -0.0300 0.317
H 2.0912 0.5165 0.4072 0.318
H -1.4460 1.9390 0.3738 0.355
H 2.0074 -0.8014 -0.3755 0.457
```

SMILES string   Nc1cnnnc1O


Entry 2:
This record from the Open Molecules 2025 dataset describes a single C4H12BrClSi2 molecule in a non-equilibrium geometry. The level of theory is ωB97M-V with the def2-TZVPD basis set.

XYZ file:
```
20
Properties=species:S:1:pos:R:3:mulliken_charge:R:1
C 0.0833 -1.7257 -1.9595 -1.124
Si -0.4833 -1.0147 -0.3517 0.565
C -2.1409 -0.1898 -0.9358 -1.045
Cl -1.1786 -2.3141 1.0518 -0.314
Si 0.9222 0.5453 0.6032 0.571
C 0.2275 2.2607 0.4225 -1.029
C 1.5435 0.0149 2.3950 -1.123
Br 2.8352 0.6422 -0.6397 -0.349
H -0.5970 -1.7886 -2.7206 0.440
H 0.8192 -1.0726 -2.4006 0.343
H 0.6102 -2.7588 -1.7157 0.228
H -2.3584 -0.6851 -1.8541 0.313
H -2.9391 -0.2757 -0.0898 0.268
H -2.0176 0.9237 -1.0116 0.295
H 0.1494 2.3079 -0.6154 0.329
H -0.8365 2.3633 0.8038 0.344
H 0.8158 3.2014 0.8051 0.291
H 1.3304 -1.0691 2.4365 0.316
H 2.4945 0.3210 2.7277 0.357
H 0.7201 0.3139 3.0490 0.324
```

SMILES string   C[Si](C)(Cl)[Si](C)(C)Br


Entry 3:
This record from the Open Molecules 2025 dataset describes a molecular structure, C45H49ClF5I2MnN5O2SeSi2 in a non-equilibrium geometry. The level of theory is ωB97M-V with the def2-TZVPD basis set.

XYZ file:
```
113
Properties=species:S:1:pos:R:3:mulliken_charge:R:1
Mn -0.0394 0.7635 -0.5779 -0.061
I -3.5488 -5.5779 1.8425 0.016
C -3.0845 -3.6856 1.0532 -0.464
C -3.4500 -3.3783 -0.2450 -0.470
C -3.0955 -2.1434 -0.7502 -0.129
I -3.6592 -1.6501 -2.7091 -0.006
C -2.3481 -1.1821 -0.0327 0.158
O -1.9786 -0.0511 -0.5429 -0.354
C -2.0526 -1.5321 1.3117 0.515
C -1.2796 -0.5502 2.1441 -1.104
N 0.0413 -0.2983 1.5633 0.424
C 0.8979 0.5282 2.4082 -1.472
C 2.2004 0.8273 1.7063 0.887
C 3.2992 1.2861 2.3059 -1.357
C 4.5232 1.6432 1.4916 0.352
C 4.4695 0.8867 0.1510 -0.799
C 3.1484 1.5287 -0.3881 -0.425
N 2.1825 0.5479 0.2843 0.980
C -2.4028 -2.7640 1.8301 -0.575
H -3.9810 -4.0918 -0.8592 0.384
H -1.1982 -0.9276 3.1732 0.382
H -1.8034 0.4112 2.1782 0.336
H 0.4886 -1.1972 1.3755 -0.235
H 1.0805 0.0689 3.3893 0.471
H 0.3706 1.4742 2.5793 0.248
H 3.2830 1.5299 3.3625 0.307
H 5.4477 1.4850 2.0566 0.661
H 5.3723 1.0432 -0.4423 0.405
H 3.0109 1.4314 -1.4690 0.765
H -2.1168 -3.0114 2.8454 0.357
C 3.5679 -2.0198 1.4667 -0.839
Si 3.4915 -0.7250 0.1221 0.054
C 3.4711 -1.4907 -1.5884 -0.855
C 3.0868 2.9355 0.1498 -1.930
C 4.3549 3.1206 0.9770 -0.040
C 4.2117 4.2225 1.9844 -1.456
C 3.1304 5.0570 1.9491 -0.281
C 2.0379 4.8963 1.0733 -1.073
C 1.9741 3.7307 0.2590 2.060
Si 0.2277 3.2130 -0.3889 1.060
C -0.0694 4.6185 -1.6723 -1.064
C -0.9201 3.8062 1.0596 -1.811
H 4.5966 -2.3690 1.5985 0.493
H 2.9482 -2.8753 1.1845 0.062
H 3.2216 -1.6266 2.4214 0.265
H 4.2490 -1.0788 -2.2361 0.359
H 2.5004 -1.3188 -2.0511 -0.127
H 3.5939 -2.5731 -1.5259 0.337
H 5.2544 3.2832 0.3352 0.427
H 5.0015 4.3605 2.7196 0.307
H 3.0923 5.8780 2.6655 0.312
H 1.1997 5.5818 1.1267 0.195
H 0.1620 5.5762 -1.2002 0.602
H -1.1083 4.6500 -2.0186 0.205
H 0.5693 4.5172 -2.5562 -0.046
H -1.2983 4.8161 0.8730 0.403
H -0.3604 3.8265 1.9969 0.462
H -1.7856 3.1452 1.1866 0.314
C 0.6614 4.8493 -7.4405 -1.811
C 1.4351 3.5620 -7.1166 1.593
C 2.7154 3.9783 -6.3734 -1.775
C 1.8206 2.8677 -8.4263 -1.913
C 0.5628 2.6291 -6.2082 2.511
O 0.3712 3.3591 -5.0126 -0.196
C -0.7886 2.2797 -6.8765 -0.949
C -1.8384 1.5588 -6.0200 -1.463
C -2.4849 2.3987 -4.9411 -0.249
C -2.4718 1.9975 -3.6113 0.911
C -3.0967 2.7519 -2.6236 -1.378
C -3.7313 3.9256 -2.9792 0.389
Cl -4.5088 4.8914 -1.7583 -0.262
C -3.7525 4.3568 -4.2950 -1.002
C -3.1353 3.5903 -5.2658 -0.208
C 1.3481 1.3033 -5.9118 -2.379
N 0.9724 0.6157 -4.6891 1.398
C 1.1139 1.0299 -3.4262 -1.077
N 0.5649 0.1454 -2.6109 1.655
C 0.1128 -0.8327 -3.4444 -0.960
N 0.3486 -0.5896 -4.7113 -1.182
H 1.3480 5.5949 -7.8456 0.490
H 0.2063 5.2566 -6.5382 0.298
H -0.1171 4.6842 -8.1868 0.350
H 3.2268 4.7545 -6.9458 0.519
H 3.4204 3.1552 -6.2524 0.379
H 2.4780 4.3779 -5.3887 0.328
H 2.4365 3.5437 -9.0237 0.482
H 0.9430 2.6063 -9.0197 0.359
H 2.4022 1.9601 -8.2519 0.323
H -0.3969 3.0408 -4.5192 -0.282
H -0.5755 1.6392 -7.7346 0.569
H -1.2348 3.2025 -7.2470 0.235
H -1.4093 0.6668 -5.5650 0.375
H -2.6192 1.2034 -6.6992 0.506
H -1.9756 1.0809 -3.3181 0.470
H -3.0712 2.4209 -1.5960 0.613
H -4.2457 5.2851 -4.5503 0.428
H -3.1684 3.9239 -6.2974 0.409
H 2.4150 1.5018 -5.8500 0.472
H 1.1647 0.5901 -6.7123 0.191
H 1.5583 1.9702 -3.1412 0.695
H -0.3683 -1.7338 -3.0948 0.440
F -1.0861 -9.1050 0.2860 -0.354
C -0.7490 -7.8109 0.1181 0.682
C -1.2263 -7.0935 -0.9613 0.149
F -2.0497 -7.6970 -1.8390 -0.346
C -0.8625 -5.7720 -1.1331 0.124
F -1.3729 -5.1381 -2.1991 -0.401
C 0.0009 -5.0997 -0.2624 0.106
Se 0.5314 -3.3249 -0.5432 -0.482
C 0.4344 -5.8553 0.8308 0.283
F 1.2390 -5.3052 1.7545 -0.348
C 0.0859 -7.1790 1.0186 0.042
F 0.5538 -7.8684 2.0769 -0.346
```

Spin multiplicity   6
Total charge   -2
⟨S²⟩   8.76


Entry 4:
This record from the Open Molecules 2025 dataset describes 2 unconnected molecules or ions with the total composition C4H13NO in a non-equilibrium geometry. The level of theory is ωB97M-V with the def2-TZVPD basis set.

XYZ file:
```
19
Properties=species:S:1:pos:R:3:mulliken_charge:R:1
C -0.3672 3.0847 1.8823 -1.166
C 0.9005 3.9183 1.6506 -0.168
C 0.7628 4.9203 0.5287 -1.089
H -1.1413 3.7046 2.3138 0.318
H -0.2376 2.3534 2.6724 0.351
H -0.6289 2.5139 1.0084 0.318
H 1.8043 3.3084 1.6844 0.326
H 1.0368 4.4436 2.6556 0.190
H -0.2716 5.3765 0.5772 0.262
H 1.3239 5.8364 0.5261 0.352
H 0.7979 4.4852 -0.4397 0.305
N 0.0035 -4.6491 -2.4356 -0.505
C -0.8416 -5.7492 -2.0939 -0.264
O -0.4474 -6.4078 -0.8999 -0.540
H 0.1935 -4.0264 -1.6543 0.211
H 0.8737 -4.9402 -2.8569 0.248
H -1.9259 -5.5471 -2.0004 0.291
H -0.8067 -6.5346 -2.9154 0.226
H -1.0286 -6.0909 -0.2033 0.331
```

SMILES string   CCC.NCO


no.,gap between HOMO and LUMO (eV),E (hartree)
1,9.52,-410.838085
2,10.34,-3772.892168
3,3.16,-7854.845390
4,10.61,-290.158468